ORCA calculation (the ωB97M-V functional and the def2-TZVPD basis) on a cluster of 2 separate species, C6H16N2O in total.

Each line ends with the Löwdin charge.
Atoms and positions in Å:
H1 1.877 -1.528 1.258  0.153
N1 0.701 -1.460 1.060  0.098
C1 0.870 -0.291 0.639  -0.306
N2 2.283 0.081 0.747  -0.315
C2 2.475 1.378 1.390  -0.097
C3 3.087 -0.073 -0.463  -0.092
H2 0.119 0.459 0.401  0.109
H3 3.535 1.533 1.593  0.082
H4 1.923 1.396 2.329  0.085
H5 2.120 2.206 0.765  0.082
H6 2.920 -1.071 -0.865  0.082
H7 2.817 0.669 -1.223  0.083
H8 4.145 0.041 -0.220  0.083
C4 -1.819 -1.725 -1.529  -0.076
C5 -2.591 -0.805 -0.601  -0.303
O1 -2.112 0.520 -0.765  -0.230
C6 -2.725 1.433 0.116  -0.127
H9 -2.216 -2.737 -1.467  0.076
H10 -0.769 -1.748 -1.240  0.047
H11 -1.901 -1.380 -2.558  0.075
H12 -2.459 -1.122 0.444  0.115
H13 -3.668 -0.833 -0.835  0.117
H14 -2.289 2.412 -0.084  0.085
H15 -2.515 1.167 1.160  0.086
H16 -3.809 1.480 -0.051  0.088

Results
- M: 132.21 g mol⁻¹
- ΔE to the lowest compared entry with this formula, charge and spin: 329.68 kJ/mol
- Kohn-Sham gap: 9.757 eV
- LUMO: 0.92 eV
- Calculated total energy: -422.86115 Ha
- SMILES string: [H]/N=C\N(C)C.CCOC
- E_HOMO: -0.325 hartree
- Largest force on an atom: 3.89 eV/A

ORCA calculation (the ωB97M-V functional and the def2-TZVPD basis) on the ion C6H14P with charge +1.

Each line ends with the Löwdin charge.
Atoms and positions in Å:
C1 2.325 -0.358 -0.785  0.012
C2 1.552 0.340 -0.028  -0.346
C3 1.914 1.424 0.878  -0.096
C4 -1.342 0.603 1.521  -0.207
C5 -1.311 0.783 -1.394  -0.170
C6 -0.780 -1.843 -0.226  -0.156
P1 -0.560 -0.022 0.002  0.980
H1 1.969 -1.078 -1.572  0.090
H2 3.386 -0.164 -0.892  0.088
H3 1.189 2.195 0.596  0.090
H4 2.934 1.581 0.855  0.073
H5 1.574 1.253 1.889  0.081
H6 -2.447 0.458 1.633  0.085
H7 -1.016 1.618 1.756  0.053
H8 -0.865 0.025 2.401  0.096
H9 -2.291 1.131 -0.972  0.093
H10 -1.381 0.083 -2.119  0.015
H11 -0.624 1.545 -1.754  0.076
H12 -0.395 -2.075 -1.205  0.055
H13 -1.809 -2.006 -0.405  0.049
H14 -0.514 -2.608 0.405  0.038

Results
- M: 117.15 g mol⁻¹
- ΔE to the lowest compared entry with this formula, charge and spin: 210.72 kJ/mol
- Kohn-Sham gap: 11.400 eV
- Net charge: +1
- LUMO: -2.76 eV
- Calculated total energy: -578.05778 Ha
- E_HOMO: -0.521 hartree
- Largest force on an atom: 3.90 eV/A

> The highest LUMO belongs to which entry?

C6H16N2O